Molecular formula: C37H59N2O17S2
Method: DFT, the ωB97M-V functional and the def2-TZVPD basis

Last column: Mulliken charge in e.
Geometry (Å):
O: -3.233 0.456 3.465  -0.2608
O: -1.936 0.061 3.031  -0.1290
C: -0.913 1.086 3.433  -0.4260
N: -0.186 1.608 2.378  -0.6289
C: 1.129 1.007 2.311  -0.0106
C: 2.110 1.525 3.378  -0.4088
C: 3.530 0.966 3.159  -0.8686
S: 4.707 2.239 2.653  -0.1574
C: 4.508 2.329 0.913  0.1214
S: 4.215 1.011 0.001  -0.2303
N: 4.645 3.647 0.419  0.0438
C: 3.431 4.132 -0.250  -0.7497
C: 3.565 4.084 -1.754  -0.3384
O: 4.622 4.909 -2.228  -0.3531
C: 5.699 5.027 -1.313  -0.5018
C: 5.860 3.843 -0.379  -0.6818
H: -3.209 0.457 4.437  0.1910
H: -0.259 0.575 4.163  0.0121
H: -1.476 1.844 3.990  0.2199
H: 1.087 -0.092 2.358  -0.0540
H: 1.563 1.290 1.344  0.1174
H: 2.146 2.611 3.364  0.3330
H: 1.754 1.206 4.357  0.3672
H: 3.914 0.582 4.101  0.4288
H: 3.509 0.143 2.452  0.4337
H: 2.537 3.597 0.053  0.3237
H: 3.289 5.176 0.036  0.2782
H: 2.651 4.417 -2.241  0.4007
H: 3.714 3.041 -2.045  0.2516
H: 6.604 5.143 -1.906  0.3912
H: 5.595 5.926 -0.697  0.2295
H: 6.675 4.085 0.304  0.3586
H: 6.169 2.956 -0.939  0.3906
O: 0.843 -2.845 2.339  -0.5921
C: -0.176 -3.299 1.909  0.3129
O: -0.427 -4.640 1.916  -0.4353
C: -1.676 -4.913 1.245  -0.1385
C: -2.451 -3.608 1.316  -0.5847
C: -1.338 -2.561 1.271  1.0694
H: -1.468 -5.211 0.221  0.2962
H: -2.183 -5.730 1.756  0.1795
H: -3.188 -3.511 0.520  0.4079
H: -2.976 -3.536 2.272  0.0515
H: -1.069 -2.296 0.247  0.2829
H: -1.600 -1.667 1.835  -0.7562
O: -3.503 0.190 6.629  -0.6215
C: -3.385 -1.006 6.573  0.2542
O: -2.928 -1.637 5.486  -0.1490
C: -3.012 -3.064 5.663  -0.2876
C: -3.046 -3.271 7.172  -0.6306
C: -3.766 -2.010 7.643  -0.4091
H: -3.922 -3.417 5.177  0.2207
H: -2.150 -3.528 5.189  0.2845
H: -3.532 -4.199 7.465  0.3512
H: -2.029 -3.283 7.568  0.3126
H: -4.851 -2.135 7.636  0.1567
H: -3.433 -1.674 8.621  0.3610
O: 9.430 5.771 -5.106  -0.6194
C: 8.341 5.304 -5.290  0.4687
O: 8.075 3.989 -5.136  -0.3861
C: 6.712 3.710 -5.532  -0.2653
C: 5.985 5.037 -5.412  0.0017
C: 7.092 6.033 -5.745  -0.3915
H: 6.725 3.329 -6.547  0.1039
H: 6.298 2.948 -4.873  0.3512
H: 5.116 5.107 -6.059  0.3569
H: 5.653 5.182 -4.383  -0.1170
H: 7.168 6.216 -6.818  0.2167
H: 6.985 6.975 -5.213  0.3164
O: -4.695 1.105 -3.036  -0.6331
C: -4.390 1.289 -1.888  0.4484
O: -3.117 1.297 -1.459  -0.3654
C: -3.079 1.439 -0.012  0.0585
C: -4.408 2.069 0.360  -0.3895
C: -5.333 1.504 -0.717  -0.3838
H: -2.947 0.449 0.424  -0.1660
H: -2.229 2.055 0.273  0.3842
H: -4.710 1.842 1.380  0.1866
H: -4.346 3.155 0.258  0.2838
H: -5.752 0.537 -0.431  0.2314
H: -6.132 2.188 -0.991  0.3079
O: -2.652 -6.368 -0.848  -0.5675
C: -2.625 -7.554 -0.992  0.5439
O: -2.221 -8.148 -2.141  -0.3507
C: -2.395 -9.572 -2.050  -0.4513
C: -2.418 -9.877 -0.558  -0.5388
C: -3.047 -8.608 0.013  -0.3530
H: -3.333 -9.837 -2.543  0.2601
H: -1.575 -10.061 -2.569  0.3179
H: -2.958 -10.791 -0.316  0.3257
H: -1.398 -9.981 -0.186  0.2722
H: -4.137 -8.657 0.026  0.3024
H: -2.674 -8.363 1.003  0.2131
O: 5.847 4.182 -8.388  -0.5398
C: 5.307 3.428 -9.145  0.4884
O: 4.062 2.950 -8.928  -0.3497
C: 3.717 1.985 -9.938  -0.4328
C: 4.625 2.304 -11.119  -0.4835
C: 5.874 2.837 -10.419  -0.4398
H: 3.895 0.986 -9.535  0.2634
H: 2.661 2.084 -10.175  0.3076
H: 4.805 1.447 -11.765  0.3257
H: 4.179 3.094 -11.725  0.2632
H: 6.568 2.038 -10.151  0.2687
H: 6.391 3.597 -10.997  0.3052
O: -6.454 -3.219 5.445  -0.5724
C: -7.034 -2.170 5.458  0.4141
O: -8.318 -2.057 5.880  -0.4027
C: -8.781 -0.708 5.690  -0.4177
C: -7.520 0.142 5.636  -0.7194
C: -6.517 -0.821 5.006  0.7239
H: -9.351 -0.666 4.760  0.2381
H: -9.437 -0.442 6.516  0.3550
H: -7.650 1.071 5.085  0.3827
H: -7.199 0.395 6.648  0.2933
H: -6.537 -0.779 3.916  0.2890
H: -5.509 -0.652 5.365  -0.5634

Summary:
E_tot = -98781.54753 eV
HOMO level = -2.5990 eV
HOMO-LUMO gap = 4.4 eV
2S+1 = 1
Net charge = -1



Molecular formula: C37H59N5O2SSi3TeTi
Method: DFT, the ωB97M-V functional and the def2-TZVPD basis

Last column: Löwdin spin population.
Geometry (Å):
Ti: -1.621 -1.596 0.081  0.0728
N: -0.765 -2.008 4.549  0.0192
C: -1.154 -2.127 3.219  0.0391
S: -0.020 -1.583 2.012  0.0059
N: -2.328 -2.607 2.989  0.0003
N: -2.635 -2.637 1.639  0.2155
C: -3.492 -3.582 1.280  0.1448
C: -3.686 -3.786 -0.094  0.1119
C: -4.440 -4.846 -0.651  0.0324
C: -4.425 -5.057 -1.998  0.0585
C: -3.656 -4.204 -2.827  0.0862
C: -2.974 -3.173 -2.233  0.0153
N: -2.993 -2.932 -0.917  0.1294
H: 0.234 -2.039 4.675  0.0014
H: -1.274 -2.627 5.163  0.0007
H: -3.936 -4.229 2.028  0.0097
H: -4.997 -5.495 0.013  -0.0007
H: -4.988 -5.875 -2.429  0.0023
H: -3.610 -4.343 -3.897  0.0055
H: -2.375 -2.486 -2.822  -0.0006
C: -2.036 0.797 2.863  0.0005
O: -2.162 0.400 1.505  0.0040
Si: -3.504 0.835 0.594  0.0005
C: -4.973 0.112 1.518  0.0006
C: -3.696 2.706 0.728  0.0000
C: -3.044 0.064 -0.990  0.0058
Si: -4.641 -0.175 -1.929  0.0003
C: -5.766 1.356 -1.797  -0.0001
C: -5.790 -1.570 -1.386  0.0002
C: -4.494 -0.386 -3.805  0.0008
Si: -1.870 1.139 -1.971  0.0019
C: -1.113 0.317 -3.491  0.0001
C: -0.468 1.849 -0.923  0.0000
C: -2.671 2.699 -2.710  0.0009
H: -2.208 1.874 2.955  0.0001
H: -1.031 0.563 3.202  0.0000
H: -2.749 0.258 3.492  0.0000
H: -5.002 0.551 2.520  0.0000
H: -4.857 -0.968 1.634  0.0009
H: -5.934 0.315 1.044  0.0001
H: -4.007 2.990 1.737  0.0000
H: -4.458 3.065 0.034  0.0000
H: -2.763 3.225 0.499  0.0000
H: -6.143 1.518 -0.784  0.0000
H: -6.636 1.198 -2.444  0.0000
H: -5.270 2.271 -2.121  0.0000
H: -5.768 -1.758 -0.313  0.0012
H: -5.572 -2.509 -1.895  0.0000
H: -6.812 -1.280 -1.654  -0.0001
H: -4.069 0.493 -4.294  0.0001
H: -5.508 -0.525 -4.193  0.0000
H: -3.910 -1.257 -4.100  0.0005
H: -0.369 -0.420 -3.192  0.0002
H: -0.619 1.087 -4.092  0.0000
H: -1.860 -0.164 -4.123  0.0000
H: -0.129 1.134 -0.175  0.0000
H: -0.779 2.766 -0.415  0.0000
H: 0.378 2.101 -1.570  0.0000
H: -3.400 2.476 -3.492  0.0000
H: -1.873 3.294 -3.166  0.0001
H: -3.158 3.322 -1.957  0.0000
C: 0.908 -3.234 -2.174  0.0012
C: 0.078 -2.601 -1.088  0.0042
O: -0.552 -3.381 -0.282  0.0099
N: -0.102 -1.305 -0.962  0.0149
Te: 2.737 0.318 -0.020  0.0003
C: 3.165 2.278 0.698  0.0000
C: 4.214 3.023 0.138  0.0000
C: 5.068 2.502 -0.986  0.0000
C: 4.479 4.299 0.629  0.0000
C: 3.722 4.865 1.644  0.0000
C: 4.017 6.248 2.161  0.0000
C: 2.679 4.119 2.171  0.0000
C: 2.384 2.834 1.722  0.0000
C: 1.222 2.125 2.367  0.0001
C: 4.643 -0.495 0.471  0.0001
C: 5.139 -0.418 1.777  0.0000
C: 4.362 0.222 2.896  0.0000
C: 6.393 -0.959 2.059  0.0000
C: 7.153 -1.594 1.091  0.0000
C: 8.502 -2.179 1.416  0.0000
C: 6.629 -1.691 -0.192  0.0000
C: 5.389 -1.155 -0.519  0.0000
C: 4.882 -1.316 -1.929  0.0000
H: 1.547 -4.000 -1.734  0.0003
H: 1.506 -2.486 -2.692  0.0002
H: 0.240 -3.724 -2.886  0.0002
H: 4.444 2.110 -1.791  0.0000
H: 5.712 1.686 -0.653  0.0000
H: 5.699 3.297 -1.385  0.0000
H: 5.295 4.868 0.194  0.0000
H: 4.854 6.697 1.627  0.0000
H: 4.267 6.224 3.224  0.0000
H: 3.151 6.903 2.044  0.0000
H: 2.071 4.543 2.965  0.0000
H: 0.288 2.388 1.864  0.0000
H: 1.131 2.424 3.413  0.0000
H: 1.306 1.040 2.320  0.0001
H: 3.318 -0.101 2.875  0.0000
H: 4.364 1.311 2.813  0.0000
H: 4.793 -0.048 3.861  0.0000
H: 6.775 -0.890 3.073  0.0000
H: 8.755 -2.024 2.465  0.0000
H: 9.286 -1.721 0.809  0.0000
H: 8.522 -3.253 1.218  0.0000
H: 7.199 -2.200 -0.963  0.0000
H: 5.644 -1.773 -2.560  0.0000
H: 4.593 -0.356 -2.357  0.0000
H: 3.995 -1.952 -1.957  0.0000

Summary:
E_tot = -115756.76590 eV
Expectation value of S² = 0.766
Energy above the lowest of the compared OMol25 structures with the same formula, charge and spin = 8.84 kcal/mol
HOMO level (alpha / beta) = -2.9313 / -4.8326 eV
HOMO-LUMO gap (alpha / beta) = 5.2 / 7.1 eV
2S+1 = 2
Net charge = -1